Molecular formula: C4H12FN2O5PS
Method: DFT, ωB97M-V/def2-TZVPD

For the highest occupied orbital energy, the calculation gives -9.80 eV. Its net charge is 0. The SMILES is COCCCN(P(=N)(O)O)S(=O)(=O)F. The spin multiplicity is 1. The value obtained for the molar mass is 250.188 g mol⁻¹. The value obtained for the calculated total energy is -40402.3350 eV.

```
26
C4H12FN2O5PS (ωB97M-V/def2-TZVPD)
C 2.88 1.20 0.78
O 2.70 -0.20 0.79
C 2.45 -0.82 -0.45
C 0.95 -1.10 -0.71
C 0.05 -0.47 0.35
N -1.39 -0.71 -0.01
P -2.18 0.64 -0.76
N -3.55 0.34 -1.35
O -2.14 1.68 0.46
O -1.05 1.14 -1.78
S -2.19 -1.45 1.22
O -1.51 -2.66 1.52
O -3.59 -1.37 1.03
F -1.86 -0.49 2.42
H 2.05 1.70 1.29
H 2.96 1.59 -0.24
H 3.80 1.45 1.31
H 2.86 -0.21 -1.26
H 3.00 -1.76 -0.45
H 0.66 -0.75 -1.69
H 0.77 -2.18 -0.67
H 0.22 0.59 0.47
H 0.25 -0.94 1.31
H -3.66 0.44 -2.35
H -2.12 2.61 0.18
H -0.39 1.73 -1.42
```